1.
The following is a DFT calculation (ωB97M-V/def2-TZVPD) of 2 unconnected molecules or ions with the total composition CH5Cl2OPSi.

Last column: Mulliken charge in e.
Atoms and positions in Å:
C 0.87 0.33 -1.27  -0.787
O -0.88 -0.39 2.23  -0.443
Si -0.16 -1.19 -1.26  0.367
P -0.27 0.87 1.85  0.752
Cl 0.95 1.49 3.31  -0.194
Cl -1.71 2.27 1.74  -0.182
H 1.63 0.21 -0.46  0.385
H 0.89 1.24 -1.97  0.325
H -0.59 -1.84 0.10  -0.048
H -1.47 -0.99 -1.86  -0.106
H 0.74 -2.01 -2.41  -0.068

Its HOMO-LUMO gap (spin up / spin down) is 8.9 / 6.4 eV.

2.
The following is a DFT calculation (ωB97M-V/def2-TZVPD) of 2 unconnected molecules or ions with the total composition CH5Cl2PSi.

Last column: Mulliken charge in e.
Atoms and positions in Å:
C -1.13 -1.38 0.19  -0.887
Si 2.29 -0.29 -0.04  0.460
P 2.44 1.92 0.30  -0.162
Cl 3.21 -1.04 1.64  -0.246
Cl 3.15 -0.72 -1.76  -0.187
H -1.12 -2.46 0.56  0.265
H -1.57 -0.66 0.93  0.286
H -1.14 -1.34 -0.91  0.348
H 3.19 2.10 -0.90  0.058
H 1.30 1.98 -0.52  0.066

Its HOMO-LUMO gap (spin up / spin down) is 7.8 / 8.0 eV.

3.
The following is a DFT calculation (ωB97M-V/def2-TZVPD) of 2 unconnected molecules or ions with the total composition CH5ClN2O.

Last column: Mulliken charge in e.
Atoms and positions in Å:
C 1.14 -0.48 -0.03  -0.246
N -0.27 1.17 -0.43  -0.278
N -1.47 1.07 -0.03  -0.301
O 0.53 -1.61 -0.36  -0.388
Cl -2.63 -0.43 -0.27  -0.316
H 1.79 -0.05 -0.71  0.321
H 1.44 -0.30 0.96  0.276
H -0.14 1.27 -1.45  0.262
H -1.75 0.98 0.92  0.314
H -0.23 -1.77 0.24  0.357

Its HOMO-LUMO gap (spin up / spin down) is 8.1 / 8.1 eV.

4.
The following is a DFT calculation (ωB97M-V/def2-TZVPD) of a single CH5ClOSi molecule.

Last column: Mulliken charge in e.
Atoms and positions in Å:
C -0.51 0.52 0.86  -1.026
O 0.46 0.22 -1.67  -0.487
Si 0.41 -0.73 -0.30  0.639
Cl 2.36 -1.27 -0.06  -0.245
H -0.14 1.50 0.98  0.344
H -1.47 0.51 0.26  0.272
H -0.79 0.26 1.96  0.298
H -0.09 0.98 -1.54  0.325
H -0.23 -1.97 -0.49  -0.120

Its SMILES is C[Si@@H](O)Cl. Its HOMO-LUMO gap is 11.6 eV.

5.
The following is a DFT calculation (ωB97M-V/def2-TZVPD) of a molecular structure, CH5CrO2.

Last column: Mulliken charge in e.
Atoms and positions in Å:
C -0.70 -1.38 2.32  -0.554
H -0.46 -2.45 2.30  0.273
H -1.17 -0.84 1.48  0.282
H 0.33 -1.03 2.11  0.300
O -2.39 -1.74 3.28  -0.994
Cr -4.14 -1.44 2.69  0.661
H -1.85 -1.00 4.06  0.432
O -0.62 -0.44 4.02  -0.697
H -0.69 0.49 3.76  0.298

Its HOMO-LUMO gap (spin up / spin down) is 6.5 / 5.3 eV. The spin multiplicity is 4.

6.
The following is a DFT calculation (ωB97M-V/def2-TZVPD) of 2 unconnected molecules or ions with the total composition CH5FNOPS.

Last column: Mulliken charge in e.
Atoms and positions in Å:
C 1.37 -0.92 0.62  -0.653
N -0.88 0.89 -1.54  -0.445
O 0.33 -0.94 -0.29  -0.208
F -0.29 2.03 1.38  -0.650
P -0.98 -0.07 -0.16  0.694
S -2.63 -0.99 0.23  -0.250
H 2.28 -0.50 0.19  0.258
H 1.55 -1.93 0.98  0.268
H 1.13 -0.31 1.40  0.380
H -1.79 1.33 -1.54  0.282
H -0.08 1.41 -1.26  0.323

Its HOMO-LUMO gap (spin up / spin down) is 8.0 / 8.0 eV.

7.
The following is a DFT calculation (ωB97M-V/def2-TZVPD) of 2 unconnected molecules or ions with the total composition CH5FNP.

Last column: Mulliken charge in e.
Atoms and positions in Å:
C 1.09 0.16 0.28  -0.517
N 0.43 -0.04 -0.91  -0.182
F 0.74 -1.36 -1.27  -0.161
P -2.30 0.04 -0.47  0.080
H 0.94 1.32 0.46  0.260
H 0.62 -0.45 1.09  0.223
H 2.19 -0.05 0.27  0.312
H -2.06 1.17 0.13  -0.005
H -1.66 -0.80 0.42  -0.010

Its HOMO-LUMO gap (spin up / spin down) is 7.7 / 9.3 eV.

8.
The following is a DFT calculation (ωB97M-V/def2-TZVPD) of 2 unconnected molecules or ions with the total composition CH5FO2SSi.

Last column: Mulliken charge in e.
Atoms and positions in Å:
C 1.66 -0.39 0.10  -0.777
O -1.44 0.12 -1.66  -0.462
O -2.77 -1.05 0.29  -0.426
F -1.59 1.50 1.18  -0.638
Si -1.37 -0.37 -0.10  0.806
S 0.22 -1.39 0.66  -0.096
H 1.53 -0.14 -0.89  0.309
H 2.71 -0.80 0.30  0.281
H 1.44 0.60 0.59  0.297
H -2.18 0.40 -2.22  0.355
H -3.02 -0.90 1.26  0.352

Its HOMO-LUMO gap is 10.3 eV.

9.
The following is a DFT calculation (ωB97M-V/def2-TZVPD) of 2 unconnected molecules or ions with the total composition CH5FSi.

Last column: Mulliken charge in e.
Atoms and positions in Å:
C 0.37 -1.10 0.60  -0.366
F 0.13 -1.31 1.97  -0.218
Si 0.19 0.79 0.01  0.336
H 1.01 -1.87 0.21  0.364
H -1.28 -1.64 -0.18  0.061
H -0.63 0.75 -1.26  -0.049
H 1.57 1.44 0.07  -0.073
H -0.71 1.52 1.02  -0.054

Its HOMO-LUMO gap is 9.7 eV.

10.
The following is a DFT calculation (ωB97M-V/def2-TZVPD) of 2 unconnected molecules or ions with the total composition CH5INO.

Last column: Mulliken charge in e.
Atoms and positions in Å:
C -0.64 -0.41 -0.08  -0.063
N 0.14 0.72 -0.74  -0.247
O -0.25 -1.61 -0.45  -0.423
I -2.80 -0.06 -0.21  0.185
H -0.87 0.44 2.88  0.037
H -0.30 0.78 -1.60  0.343
H 1.04 0.30 -0.67  0.335
H -0.10 1.61 -0.25  0.406
H -0.62 -2.41 -0.02  0.426

Its HOMO-LUMO gap (spin up / spin down) is 8.7 / 9.1 eV. As for the net charge: +1.

11.
The following is a DFT calculation (ωB97M-V/def2-TZVPD) of a single CH5INP molecule.

Last column: Mulliken charge in e.
Atoms and positions in Å:
C -1.22 -0.21 -0.25  -0.717
N 0.13 -0.24 0.13  -0.418
P 0.66 0.57 1.33  0.158
I -0.51 2.83 1.44  -0.049
H -1.87 0.65 -0.06  0.345
H -1.06 -0.54 -1.32  0.250
H -1.58 -1.27 0.10  0.238
H 2.03 0.93 1.14  0.086
H 1.08 0.42 2.63  0.107

Its SMILES is CN=[PH2]I. Its HOMO-LUMO gap is 8.5 eV.

12.
The following is a DFT calculation (ωB97M-V/def2-TZVPD) of 2 unconnected molecules or ions with the total composition CH5INP.

Last column: Mulliken charge in e.
Atoms and positions in Å:
C 1.89 -1.39 -0.08  -0.958
N -2.30 2.43 0.63  -0.382
P -2.33 0.91 0.45  0.226
I -2.50 0.51 -2.00  -0.098
H 2.25 -0.76 -0.89  0.249
H 2.58 -1.33 0.73  0.257
H 1.72 -2.31 -0.40  0.304
H -2.23 2.96 1.40  0.250
H 0.91 -1.02 0.15  0.151

Its SMILES is [H]/N=P/I.C. Its HOMO-LUMO gap is 8.6 eV.

13.
The following is a DFT calculation (ωB97M-V/def2-TZVPD) of a single CH5IP2 molecule.

Last column: Mulliken charge in e.
Atoms and positions in Å:
C 0.10 0.06 -0.62  -0.636
P -0.85 1.46 0.14  -0.007
P -0.89 -1.45 -0.06  0.029
I 2.23 -0.07 0.14  0.013
H 0.31 0.08 -1.88  0.416
H -0.02 1.11 1.20  0.060
H -0.05 2.52 -0.27  0.055
H 0.02 -2.39 0.01  0.025
H -0.84 -1.33 1.32  0.045

Its SMILES is PC(P)I. Its HOMO-LUMO gap is 8.8 eV.

14.
The following is a DFT calculation (ωB97M-V/def2-TZVPD) of a molecular structure, CH5LaO2.

Last column: Mulliken charge in e.
Atoms and positions in Å:
O 1.18 -0.15 -0.34  -0.607
H -3.95 -0.11 -0.68  0.377
C 2.53 -0.22 -0.06  -0.517
H 2.89 0.64 0.55  0.249
H 2.80 -1.13 0.51  0.261
H 3.14 -0.23 -0.98  0.228
La -1.06 0.15 0.35  2.212
O -3.46 0.28 0.05  -0.580
H -4.07 0.77 0.61  0.376

Its HOMO-LUMO gap is 7.0 eV. As for the net charge: +2.

15.
The following is a DFT calculation (ωB97M-V/def2-TZVPD) of a molecular structure, CH5MnO3.

Last column: Mulliken charge in e.
Atoms and positions in Å:
O -2.03 1.08 1.64  -0.267
Mn -0.75 0.50 0.24  1.499
O -1.55 1.69 2.67  0.083
H -2.32 2.01 3.19  0.428
O 0.63 -0.64 -0.34  -0.505
H 1.08 -1.23 0.29  0.342
C 1.15 -0.83 -1.67  -0.386
H 0.69 -0.07 -2.31  0.231
H 2.23 -0.70 -1.66  0.276
H 0.87 -1.83 -2.03  0.300

Its HOMO-LUMO gap (spin up / spin down) is 11.4 / 9.1 eV. As for the net charge: +2. The spin multiplicity is 7.

16.
The following is a DFT calculation (ωB97M-V/def2-TZVPD) of a single CH5N molecule.

Last column: Mulliken charge in e.
Atoms and positions in Å:
C 0.50 0.37 -0.26  -0.774
H 0.91 -0.22 -1.17  0.246
H 0.15 1.29 -0.63  0.319
H 1.27 0.63 0.38  0.276
H -0.27 -1.31 0.62  0.230
H -0.90 0.16 0.81  0.180
N -0.59 -0.39 0.22  -0.477

Its SMILES is CN. Its HOMO-LUMO gap is 10.7 eV.

17.
The following is a DFT calculation (ωB97M-V/def2-TZVPD) of 2 unconnected molecules or ions with the total composition CH5N2O.

Last column: Mulliken charge in e.
Atoms and positions in Å:
C -0.24 1.14 -0.66  -0.507
N 0.47 -0.99 -0.27  -0.347
N -0.62 -0.26 -0.60  -0.396
O 0.78 -1.34 1.76  -0.944
H -1.11 1.48 -1.17  0.271
H -0.20 1.55 0.35  0.182
H 0.75 1.24 -1.21  0.243
H -0.07 -0.93 1.97  0.226
H 0.23 -1.90 -0.18  0.271

Its HOMO-LUMO gap (spin up / spin down) is 7.3 / 7.3 eV. As for the net charge: -1.

18.
The following is a DFT calculation (ωB97M-V/def2-TZVPD) of a gas-phase ion, CH5N2O (charge +1).

Last column: Mulliken charge in e.
Atoms and positions in Å:
C 0.63 0.09 0.09  -0.021
N -0.52 -0.84 -0.22  -0.352
N 0.27 1.27 0.53  -0.272
O 1.14 2.18 0.87  -0.259
H 1.61 -0.48 0.00  0.347
H -0.67 -1.81 0.12  0.367
H -1.28 -0.07 -0.01  0.406
H -0.49 -0.83 -1.23  0.376
H 0.62 2.90 1.22  0.409

Its SMILES is [NH3+]/C=N/O. Its HOMO-LUMO gap is 11.5 eV. As for the net charge: +1.

19.
The following is a DFT calculation (ωB97M-V/def2-TZVPD) of a molecular structure, CH5N2O.

Last column: Mulliken charge in e.
Atoms and positions in Å:
C -0.42 0.00 0.45  0.109
N -1.28 -0.89 -0.07  -0.301
N 0.97 0.29 -0.13  -0.318
O -1.23 0.82 -0.24  -0.333
H -0.52 0.04 1.48  0.486
H -1.21 -1.29 -0.98  0.279
H 1.61 -0.54 0.08  0.385
H 1.38 1.07 0.45  0.361
H 0.71 0.50 -1.04  0.333

Its HOMO-LUMO gap is 11.0 eV. As for the net charge: +1.

20.
The following is a DFT calculation (ωB97M-V/def2-TZVPD) of 2 unconnected molecules or ions with the total composition CH5N2O.

Last column: Mulliken charge in e.
Atoms and positions in Å:
C -0.09 -0.83 -0.71  -0.564
N 0.15 0.46 1.22  -0.008
N 0.15 0.29 0.01  0.049
O -0.09 2.29 -0.99  -0.076
H -0.32 -1.74 -0.14  0.372
H 0.78 -0.99 -1.39  0.311
H -0.87 -0.59 -1.46  0.283
H -0.04 -0.29 1.91  0.305
H 0.33 1.41 1.56  0.328

Its HOMO-LUMO gap (spin up / spin down) is 9.8 / 9.6 eV. As for the net charge: +1.